Here is C21H38N5OPb as an isolated structure at a distorted geometry from the OMol25 dataset. Energies are from ωB97M-V/def2-TZVPD.

```
66
Properties=species:S:1:pos:R:3:nbo_charge:R:1
Pb 0.12 0.25 -4.65 1.653
O 0.76 -0.02 -2.15 -0.980
N 2.91 -4.74 4.47 -0.302
N -2.68 2.35 4.88 -0.326
N 6.12 2.38 -2.94 -0.312
N -1.33 2.33 -3.30 -0.542
N -0.43 -2.46 -4.61 -0.507
C -1.97 -0.21 4.63 -0.509
C -2.38 1.23 4.79 0.281
C 5.20 2.07 -2.35 0.267
C 4.08 1.68 -1.58 -0.523
C -1.14 4.75 0.26 -0.612
C 0.35 0.37 -0.85 -0.244
C -1.39 -4.27 -1.54 -0.386
C -2.40 4.03 -0.18 -0.399
C 1.39 -2.73 2.00 -0.379
C -2.68 -0.93 3.37 -0.383
C 2.30 -4.52 3.56 0.271
C -2.42 4.30 -1.72 -0.493
C -1.80 3.21 -2.62 0.451
C 3.19 2.90 -1.16 -0.373
C 2.74 -2.14 1.58 -0.623
C 1.46 -4.20 2.38 -0.495
C -2.51 -0.22 2.10 -0.613
C 2.51 3.62 -2.42 -0.622
C -0.44 -3.12 -2.05 -0.534
C -2.73 -4.20 -2.15 -0.609
C -0.44 -2.79 -3.51 0.449
H -3.47 4.38 -2.02 0.269
H -1.88 5.18 -2.06 0.260
H -2.63 -4.36 -3.23 0.208
H 2.66 -1.33 0.85 0.213
H -3.13 -3.19 -2.04 0.202
H -0.27 1.27 -0.82 0.156
H 1.53 3.21 -2.68 0.190
H -2.33 -1.94 3.21 0.208
H 3.40 -1.88 2.41 0.233
H 0.47 -4.63 2.47 0.244
H 3.53 1.04 -2.27 0.246
H 1.90 -4.70 1.51 0.234
H -2.51 2.98 0.10 0.227
H -0.84 -5.19 -1.74 0.216
H -1.62 -4.30 -0.48 0.229
H -3.44 -4.86 -1.66 0.235
H -0.90 -0.39 4.54 0.246
H 0.58 -3.38 -1.76 0.271
H -1.08 4.79 1.34 0.233
H 2.29 4.67 -2.23 0.222
H 1.19 0.47 -0.15 0.172
H 3.20 -2.84 0.88 0.205
H -0.21 4.30 -0.09 0.203
H -3.74 -1.14 3.55 0.215
H 0.73 -2.70 1.13 0.193
H -0.28 -0.32 -0.29 0.144
H -3.13 0.67 2.03 0.216
H 3.20 3.47 -3.24 0.213
H -2.64 -0.87 1.24 0.208
H -3.19 4.53 0.38 0.237
H 3.72 3.68 -0.61 0.225
H -2.18 -0.69 5.58 0.260
H 4.45 1.21 -0.66 0.259
H -1.05 5.74 -0.18 0.210
H 2.39 2.44 -0.57 0.207
H 0.94 -2.19 2.84 0.207
H -0.57 -2.15 -1.57 0.282
H -1.47 0.11 2.04 0.198
```

Computed properties:
Net charge: +1
Molecular weight: 583.769 g/mol
Orbital gap: 6.850 eV
E_LUMO: -0.2049 Eh
ΔE to the lowest compared entry with this formula, charge and spin: 46.85 kcal/mol

Here is one molecule with the formula C3H5NO2S at a distorted geometry from the OMol25 dataset. Energies are from ωB97M-V/def2-TZVPD.

```
12
Properties=species:S:1:pos:R:3:nbo_charge:R:1
S 1.84 -1.39 -0.64 0.125
O 0.17 -0.74 -3.80 -0.381
O -0.50 -2.37 -2.69 -0.363
N 0.01 -1.30 -2.76 0.510
C 0.41 -0.56 -1.59 -0.194
C -0.03 0.27 0.84 -0.612
C 0.14 -0.86 -0.21 -0.303
H 0.69 0.39 -2.22 0.289
H -0.50 -1.69 -0.05 0.251
H -0.88 0.97 0.62 0.226
H 0.87 0.90 0.84 0.226
H -0.10 -0.23 1.78 0.225
```

Computed properties:
Net charge: 0
Molecular weight: 119.145 g/mol
Orbital gap: 9.283 eV
Structure (SMILES): C[C@@H]1S[C@H]1[N+](=O)[O-]
E_LUMO: -0.0155 Eh
ΔE to the lowest compared entry with this formula, charge and spin: 99.74 kcal/mol

Here is a 2-piece molecular cluster, C5H10N2O overall from the OMol25 dataset. Energies are from ωB97M-V/def2-TZVPD.

```
18
Properties=species:S:1:pos:R:3:nbo_charge:R:1
O -1.03 -0.20 -1.49 -0.531
N -0.35 2.23 0.87 -0.680
N -2.41 1.81 -0.23 -0.813
C 1.60 -1.12 0.42 -0.168
C 1.56 -2.10 -0.70 -0.651
C -1.08 1.64 0.01 0.320
C 0.60 -0.88 1.24 -0.412
C -0.42 0.66 -0.91 0.404
H 0.65 0.84 -1.04 0.144
H 1.79 -1.60 -1.65 0.216
H 2.32 -2.88 -0.55 0.219
H -0.84 2.87 1.48 0.337
H 0.67 -0.15 2.03 0.212
H -2.98 2.31 0.43 0.391
H -2.85 1.14 -0.83 0.409
H -0.34 -1.39 1.15 0.190
H 0.58 -2.57 -0.78 0.218
H 2.54 -0.59 0.54 0.194
```

Computed properties:
Net charge: 0
Molecular weight: 114.148 g/mol
Orbital gap: 9.781 eV
Structure (SMILES): [H]/N=C(\N)C=O.C=CC
E_LUMO: 0.0178 Eh
ΔE to the lowest compared entry with this formula, charge and spin: 37.89 kcal/mol

Here is one molecule with the formula CH4N2S at a distorted geometry from the OMol25 dataset. Energies are from ωB97M-V/def2-TZVPD.

```
8
Properties=species:S:1:pos:R:3:nbo_charge:R:1
S 2.03 -0.25 0.22 0.152
N -0.50 -1.08 0.05 -0.432
N 0.35 -0.12 0.73 -0.401
C -0.58 0.32 -0.26 -0.135
H -1.28 -1.23 0.83 0.341
H -0.41 0.69 -1.25 0.192
H -1.26 1.00 0.32 0.187
H 1.66 0.68 -0.64 0.097
```

Computed properties:
Net charge: 0
Molecular weight: 76.124 g/mol
Orbital gap: 9.943 eV
Structure (SMILES): SN1CN1
E_LUMO: 0.0343 Eh
ΔE to the lowest compared entry with this formula, charge and spin: 86.20 kcal/mol